Record 1
Formula: C2H8BN
Source: the OMol25 dataset
Level of theory: ωB97M-V/def2-TZVPD

Structure (ORCA input):
```
! RIJCOSX wB97M-V def2-TZVPD def2/J DEFGRID3
* xyz 0 1
B -0.390 1.483 -0.049
C 1.474 -0.133 0.018
C -0.786 -0.960 0.078
N 0.061 0.214 0.021
H 0.088 2.530 -0.071
H -2.949 1.322 -0.318
H 1.682 -0.813 -0.813
H 2.084 0.761 -0.095
H 1.746 -0.634 0.951
H -0.603 -1.516 1.002
H -1.826 -0.637 0.046
H -0.582 -1.617 -0.770
*
```

LUMO (spin up / spin down) ... 0.00854 / 0.02028 hartree
Energy above the lowest of the compared OMol25 structures with the same formula, charge and spin ... 466.85 kJ/mol
Orbital gap (spin up / spin down) ... 7.7 / 9.0 eV

***

Record 2
Formula: C2LiO4Zn
Source: the OMol25 dataset
Level of theory: ωB97M-V/def2-TZVPD

Structure (ORCA input):
```
! RIJCOSX wB97M-V def2-TZVPD def2/J DEFGRID3
* xyz -1 1
O -0.559 -0.260 0.040
Zn 1.242 0.391 -2.420
O 0.337 1.797 0.425
O -0.338 1.194 -1.562
C -0.347 1.054 -0.292
C 0.496 -1.417 -0.166
O 0.117 -2.535 -0.481
Li 1.836 -2.639 -1.363
*
```

LUMO ... 0.06843 hartree
Orbital gap ... 4.5 eV